[1]
21
Properties=species:S:1:pos:R:3:forces:R:3 method="wB97M-V/def2-TZVPD" gap_ev=10.82 total_energy_ev=-11524.81411 smiles=CCCO.O.O.O total_charge=0 e_above_lowest_ev=3.7944 e_lumo_ev=0.559
C 0.443 -2.459 0.646 1.18 -3.43 4.13
C 1.502 -1.722 -0.048 1.51 -0.30 -1.25
C 1.176 -0.260 0.012 -0.56 0.85 -1.86
O -0.208 -0.022 0.263 0.17 -1.95 4.12
H 0.557 -2.400 1.814 -0.56 0.62 -1.87
H -0.574 -2.646 0.414 -1.01 1.15 -0.80
H 0.779 -3.482 0.605 0.28 -0.93 -0.16
H 1.530 -1.975 -1.109 0.09 -0.55 0.02
H 2.548 -2.064 0.416 -2.21 1.16 -1.00
H 1.310 0.312 -0.959 0.28 -0.85 1.07
H 1.863 0.081 0.715 0.63 1.77 1.63
H -0.491 -0.425 1.242 1.32 1.72 -3.87
O -0.962 2.762 -2.376 -5.76 2.17 1.76
H -1.252 1.932 -2.088 -0.04 -2.26 0.42
H -0.174 2.938 -2.700 5.73 0.19 -2.17
O -2.210 0.838 -0.759 -0.16 0.11 -0.59
H -1.933 -0.083 -1.010 0.06 1.70 0.88
H -1.486 1.280 -0.237 -0.88 -1.61 -0.67
O -0.525 2.234 1.745 4.99 0.73 -9.84
H -1.017 2.314 2.420 -5.94 1.25 7.70
H -0.874 2.845 0.993 0.88 -1.54 2.36


[2]
327
Properties=species:S:1:pos:R:3:forces:R:3 method="wB97M-V/def2-TZVPD" gap_ev=7.71 total_energy_ev=-191653.89192 total_charge=+1 e_lumo_ev=-1.325
C 24.845 -44.902 -0.947 -1.67 1.03 0.60
C 23.753 -43.805 -1.230 1.89 -0.74 1.39
C 24.257 -42.404 -0.911 1.48 0.58 -1.31
C 23.149 -41.415 -1.164 -0.64 1.66 0.04
P 23.648 -39.913 -2.094 1.41 -0.14 0.48
C 24.238 -40.318 -3.726 -1.17 0.37 -1.16
C 23.218 -41.064 -4.661 3.04 -0.49 -1.07
C 22.079 -40.314 -5.241 -1.75 -0.20 -1.19
C 21.323 -41.138 -6.345 -0.95 -0.37 0.53
C 22.264 -38.752 -2.235 0.00 0.56 -0.11
C 21.115 -39.015 -1.278 0.43 -1.12 0.36
C 21.479 -38.689 0.188 -1.92 -0.66 0.50
C 21.052 -37.281 0.673 2.22 0.05 -0.06
C 25.160 -39.279 -1.166 -1.96 2.48 -0.31
C 26.239 -38.476 -1.989 -1.18 0.33 1.79
C 27.404 -38.235 -0.979 -0.81 3.37 -1.53
C 27.044 -37.452 0.324 0.42 0.08 -0.40
H 25.252 -44.780 0.043 -0.14 -0.01 0.66
H 25.717 -44.883 -1.560 0.27 0.08 -1.05
H 24.313 -45.833 -0.995 0.26 -0.78 -0.10
H 22.867 -43.965 -0.621 0.02 -0.29 0.45
H 23.374 -43.961 -2.215 0.04 0.50 -1.09
H 25.246 -42.138 -1.434 -1.49 -0.53 0.06
H 24.564 -42.214 0.105 -0.01 -0.82 0.71
H 22.720 -41.046 -0.203 0.13 -0.28 -0.68
H 22.339 -41.872 -1.724 -0.27 -0.06 -0.12
H 25.187 -40.846 -3.661 0.03 -0.05 0.03
H 24.371 -39.309 -4.183 0.26 -0.36 0.23
H 22.931 -41.997 -4.210 -0.51 -0.47 0.35
H 23.855 -41.417 -5.561 -0.79 0.56 1.28
H 22.313 -39.323 -5.653 0.41 -0.35 0.21
H 21.273 -40.125 -4.526 0.25 -0.03 0.43
H 21.246 -42.283 -6.153 -0.12 2.00 0.07
H 21.676 -41.057 -7.374 0.45 0.22 0.20
H 20.317 -40.619 -6.336 0.70 -1.20 -0.37
H 21.859 -38.694 -3.256 0.65 -0.46 0.16
H 22.669 -37.731 -2.108 0.07 -0.42 0.26
H 20.723 -40.053 -1.418 0.35 0.60 0.28
H 20.362 -38.395 -1.687 -1.24 0.87 0.14
H 22.527 -38.789 0.256 1.45 0.17 0.25
H 21.125 -39.489 0.890 -0.19 0.61 -0.63
H 21.234 -37.182 1.774 -0.77 -0.14 -0.87
H 20.073 -36.968 0.312 0.00 -0.10 0.43
H 21.837 -36.601 0.256 -0.86 -0.06 0.06
H 25.585 -40.043 -0.522 0.01 -0.24 -0.17
H 24.673 -38.492 -0.488 0.72 -1.12 -0.58
H 25.806 -37.557 -2.451 0.12 -0.44 0.97
H 26.506 -39.007 -2.865 0.93 -1.01 -0.66
H 28.130 -37.607 -1.573 -0.29 -0.77 0.83
H 27.818 -39.142 -0.724 1.24 -2.07 0.44
H 26.548 -38.023 1.092 -0.43 -0.62 0.00
H 26.394 -36.605 0.109 0.03 0.20 -0.09
H 27.938 -37.087 0.865 -0.17 -0.06 -0.60
C 13.382 -42.026 -6.072 0.12 0.51 -0.12
C 13.020 -40.574 -5.684 0.10 0.87 -0.24
C 14.147 -39.740 -4.978 -1.05 -0.17 -0.43
C 15.254 -39.223 -5.935 -1.00 -0.56 -0.27
P 16.692 -38.460 -5.158 1.01 0.04 1.26
C 16.222 -37.322 -3.801 -1.93 -0.54 -0.72
C 15.724 -35.959 -4.253 0.54 -0.31 -2.33
C 14.248 -35.985 -4.557 -1.72 0.90 1.29
C 13.673 -34.552 -4.883 0.82 -1.28 -0.35
C 17.473 -39.797 -4.195 0.48 -0.46 -0.46
C 17.528 -41.130 -4.963 0.14 0.24 -0.97
C 17.702 -42.398 -4.118 0.07 0.82 1.14
C 17.265 -43.629 -4.832 -0.99 -0.56 1.61
C 17.905 -37.676 -6.348 -1.22 1.25 0.58
C 19.402 -37.671 -5.779 -1.71 -0.15 0.47
C 20.471 -37.073 -6.640 1.24 1.76 -0.28
C 20.251 -35.572 -6.949 -0.43 -0.35 -1.68
H 13.342 -42.683 -5.191 0.86 0.25 -0.11
H 14.300 -42.080 -6.708 -0.29 -0.09 1.00
H 12.652 -42.502 -6.702 -0.69 0.25 -0.43
H 12.178 -40.526 -4.975 0.19 -0.40 -0.26
H 12.688 -39.967 -6.534 -0.06 -0.36 -0.23
H 14.476 -40.484 -4.278 0.87 0.21 0.93
H 13.621 -38.889 -4.482 0.74 -0.64 -0.10
H 14.768 -38.493 -6.576 0.11 0.26 -0.28
H 15.544 -40.070 -6.581 0.20 0.60 0.11
H 17.073 -37.240 -3.219 2.21 0.33 1.02
H 15.520 -37.798 -3.049 0.35 0.31 -1.18
H 16.248 -35.607 -5.192 -0.18 -0.41 0.87
H 16.000 -35.231 -3.528 -0.21 0.60 0.79
H 13.799 -36.184 -3.544 0.01 -0.45 -0.99
H 13.918 -36.795 -5.285 0.51 1.09 0.76
H 12.636 -34.621 -5.120 -1.14 -0.21 0.49
H 14.017 -34.186 -5.859 0.79 0.41 0.58
H 13.835 -33.912 -3.990 0.05 -0.02 -0.95
H 16.847 -39.849 -3.318 -0.39 -0.33 0.39
H 18.463 -39.518 -3.813 -0.18 0.23 -0.27
H 18.313 -41.047 -5.773 -0.56 -0.25 0.94
H 16.594 -41.206 -5.549 0.32 -0.40 0.48
H 17.057 -42.383 -3.236 -0.16 0.63 0.10
H 18.700 -42.442 -3.653 0.01 -0.12 -0.58
H 17.453 -44.544 -4.300 0.33 -0.31 0.64
H 17.717 -43.764 -5.734 1.21 -0.19 -2.84
H 16.190 -43.633 -4.947 -0.37 0.23 -0.35
H 17.444 -36.596 -6.456 1.13 -2.01 -0.10
H 17.697 -38.248 -7.276 0.63 0.49 0.20
H 19.683 -38.708 -5.668 -0.08 -0.45 0.42
H 19.347 -37.201 -4.773 0.20 -0.19 -0.50
H 20.498 -37.628 -7.570 0.28 -0.28 -0.25
H 21.479 -37.104 -6.111 -1.21 -0.48 -0.63
H 19.199 -35.403 -7.280 0.65 0.11 0.25
H 20.907 -35.130 -7.765 -0.62 -0.87 1.00
H 20.454 -35.028 -6.061 0.03 0.73 0.81
C 12.280 -25.449 -0.282 -0.55 -0.97 -0.05
C 11.799 -25.164 -1.665 0.08 0.63 -2.21
C 12.382 -26.123 -2.752 1.73 0.71 0.84
C 11.755 -27.504 -2.644 -2.63 0.73 -2.50
P 12.071 -28.531 -4.133 0.51 0.00 -1.16
C 13.751 -28.083 -4.820 -1.08 -0.53 -1.65
C 14.586 -28.988 -5.797 -0.63 -1.01 0.97
C 16.070 -28.557 -5.861 -1.08 0.91 0.89
C 16.765 -28.834 -4.526 0.19 -0.02 -0.46
C 12.030 -30.295 -3.772 -0.52 -0.42 0.35
C 11.116 -30.587 -2.499 0.30 0.93 -1.89
C 10.883 -32.062 -2.300 1.23 -0.48 1.60
C 10.083 -32.746 -3.358 1.22 -0.35 -1.33
C 10.716 -28.124 -5.367 0.28 0.43 2.61
C 10.998 -28.565 -6.765 0.30 1.81 -1.89
C 10.520 -29.912 -7.203 0.24 -0.23 0.23
C 10.804 -30.349 -8.631 -0.39 0.10 -0.70
H 11.924 -26.459 -0.046 0.65 -0.02 0.36
H 11.809 -24.812 0.428 -0.41 0.68 0.61
H 13.355 -25.318 -0.173 0.03 -0.35 -0.10
H 12.039 -24.146 -1.964 0.45 0.18 0.01
H 10.723 -25.149 -1.819 -0.41 -0.36 0.60
H 13.491 -26.230 -2.440 -1.48 0.10 -1.02
H 12.310 -25.680 -3.791 0.06 -0.43 1.18
H 10.584 -27.396 -2.666 1.98 -0.28 0.38
H 12.105 -28.035 -1.818 0.36 -0.77 1.37
H 14.275 -28.032 -3.911 0.90 0.62 1.28
H 13.619 -27.122 -5.347 0.17 -0.03 0.65
H 14.106 -28.953 -6.763 0.04 0.01 -0.50
H 14.547 -30.062 -5.466 0.02 0.85 -0.17
H 16.074 -27.464 -6.075 0.25 -0.59 -0.10
H 16.556 -29.095 -6.648 0.30 -0.27 -0.54
H 16.600 -29.890 -4.266 0.33 0.35 0.04
H 16.294 -28.212 -3.766 0.22 0.02 0.30
H 17.851 -28.606 -4.587 -0.65 -0.27 0.17
H 13.075 -30.516 -3.581 0.24 -0.35 0.40
H 11.753 -30.876 -4.685 -0.08 0.56 0.72
H 10.159 -30.078 -2.721 0.08 -0.18 0.39
H 11.606 -30.071 -1.671 -0.14 -0.41 0.09
H 10.421 -32.253 -1.314 -0.08 0.36 -0.34
H 11.874 -32.528 -2.175 -0.14 -0.02 -0.20
H 9.298 -32.108 -3.648 -1.25 0.81 -0.59
H 9.646 -33.645 -3.015 -0.43 -1.01 0.50
H 10.650 -33.028 -4.279 -0.22 0.42 0.67
H 10.611 -27.025 -5.259 0.15 -0.39 -0.36
H 9.799 -28.501 -4.865 0.28 -0.14 -0.61
H 12.067 -28.382 -6.966 -0.23 -0.40 -0.04
H 10.511 -27.847 -7.438 0.00 0.16 0.10
H 9.505 -29.971 -6.880 -1.08 -0.30 -0.15
H 11.055 -30.573 -6.574 0.42 -1.33 0.64
H 10.508 -31.400 -8.832 0.36 0.56 0.41
H 11.876 -30.227 -8.751 0.25 -0.30 -0.36
H 10.330 -29.781 -9.461 0.10 0.07 0.81
C 30.897 -30.033 -0.476 -0.16 1.85 -0.86
C 30.546 -29.523 -1.906 0.95 1.37 0.18
C 29.313 -30.228 -2.486 1.19 -1.09 0.38
C 28.007 -29.912 -1.787 -0.68 -1.05 1.16
P 26.760 -31.317 -1.905 1.20 2.15 1.77
C 25.928 -31.052 -3.422 -0.84 0.32 -1.07
C 25.073 -32.215 -3.871 0.79 -1.25 -0.28
C 25.811 -33.277 -4.800 -1.25 0.50 -0.37
C 25.591 -32.741 -6.242 0.45 0.69 0.29
C 27.513 -32.874 -1.657 0.01 -1.69 -1.82
C 28.209 -33.197 -0.342 0.25 0.85 -1.01
C 29.071 -34.440 -0.491 0.63 1.15 -0.86
C 30.167 -34.598 0.559 1.29 0.13 -0.37
C 25.509 -31.282 -0.569 0.69 -0.59 -0.26
C 25.952 -30.909 0.867 0.34 -1.22 -1.12
C 24.980 -31.315 1.912 -0.75 0.68 0.57
C 25.204 -32.619 2.548 -1.05 -2.49 -0.67
H 31.478 -30.934 -0.495 0.11 -0.62 0.12
H 29.930 -30.145 0.007 0.25 -0.36 0.61
H 31.464 -29.231 0.052 -0.35 -0.77 -0.21
H 31.439 -29.552 -2.578 -0.75 -0.59 0.31
H 30.433 -28.423 -1.828 -0.54 -0.44 -0.07
H 29.557 -31.274 -2.236 -0.16 -0.11 -0.40
H 29.276 -30.166 -3.566 -0.26 0.30 -0.23
H 27.431 -29.123 -2.252 0.11 0.70 0.18
H 28.235 -29.733 -0.697 -0.68 0.06 -1.06
H 26.514 -30.688 -4.256 0.88 0.08 0.01
H 25.370 -30.140 -3.177 -0.26 -0.04 -0.01
H 24.172 -31.918 -4.399 0.03 0.36 -0.07
H 24.694 -32.727 -3.012 -0.33 -0.55 0.72
H 25.193 -34.178 -4.679 0.48 -0.06 -0.05
H 26.869 -33.502 -4.566 -0.54 0.28 0.09
H 26.238 -31.856 -6.414 -0.42 -0.26 0.17
H 24.549 -32.405 -6.203 0.23 -0.05 -0.68
H 25.739 -33.363 -7.137 0.01 -0.36 0.67
H 28.178 -33.061 -2.526 -0.13 0.12 0.42
H 26.652 -33.543 -1.840 0.27 -0.19 0.15
H 27.416 -33.252 0.382 0.12 -0.19 0.81
H 28.875 -32.346 -0.169 -0.05 0.01 0.60
H 29.444 -34.410 -1.573 -0.01 -0.29 1.59
H 28.476 -35.293 -0.370 -1.12 -1.34 -0.35
H 29.742 -34.930 1.557 0.64 0.46 -1.17
H 30.772 -33.624 0.669 -0.80 -1.53 0.03
H 30.846 -35.404 0.114 -0.60 1.02 1.15
H 25.076 -32.279 -0.610 0.19 -0.62 0.32
H 24.671 -30.761 -0.979 -0.57 1.21 0.20
H 26.009 -29.866 0.962 0.69 1.58 -0.31
H 26.910 -31.390 1.167 -0.33 0.63 -0.58
H 23.936 -31.188 1.614 0.09 -0.18 -0.27
H 25.120 -30.643 2.721 -0.04 1.23 0.79
H 24.408 -32.743 3.280 -0.18 -0.44 0.00
H 26.110 -32.726 3.135 0.50 0.14 -0.34
H 25.096 -33.424 1.759 0.27 0.42 1.09
C 23.937 -29.745 -9.410 -0.70 -0.68 -0.86
C 24.361 -30.040 -8.013 0.46 -0.78 1.10
C 24.299 -28.875 -7.077 -0.27 1.52 0.95
C 22.857 -28.318 -6.903 -0.86 -0.42 -1.22
P 22.712 -26.830 -5.940 1.19 -0.08 0.69
C 23.239 -27.151 -4.239 -0.19 2.00 1.11
C 22.549 -28.182 -3.332 -0.78 0.62 -1.13
C 21.364 -27.607 -2.600 -2.91 1.63 -2.18
C 21.768 -26.624 -1.533 -0.08 0.07 0.66
C 23.810 -25.473 -6.629 -0.94 -0.77 -0.18
C 23.926 -25.327 -8.176 0.47 -0.93 0.78
C 24.554 -23.976 -8.470 -0.72 0.40 0.57
C 23.476 -22.952 -8.864 -0.93 0.72 -0.98
C 21.022 -26.303 -6.050 -0.80 0.96 -1.27
C 20.675 -24.826 -5.638 -0.26 -0.50 0.46
C 19.229 -24.422 -6.013 0.20 -2.90 -0.56
C 18.310 -25.563 -5.502 0.65 0.82 0.94
H 22.857 -29.564 -9.559 0.43 0.35 0.42
H 24.090 -30.633 -10.005 0.24 -0.40 -0.33
H 24.530 -28.980 -9.874 0.18 0.67 -0.19
H 25.410 -30.395 -7.938 -0.57 0.03 -0.47
H 23.738 -30.836 -7.597 0.02 -0.13 -0.09
H 24.986 -28.091 -7.486 -0.52 -0.34 0.50
H 24.664 -29.119 -6.057 0.12 -0.03 -0.62
H 22.095 -29.071 -6.508 0.96 0.84 -0.25
H 22.423 -27.967 -7.886 0.45 -0.56 0.64
H 23.197 -26.150 -3.698 -0.32 -0.81 -0.74
H 24.306 -27.249 -4.240 0.93 -0.70 -0.36
H 23.175 -28.404 -2.519 1.65 -0.51 0.81
H 22.345 -29.103 -3.853 -0.36 -0.28 -0.28
H 20.681 -28.364 -2.244 0.27 -0.58 0.58
H 20.562 -27.057 -3.269 1.83 -0.86 0.48
H 22.712 -26.094 -1.711 -0.19 -0.19 -0.09
H 21.855 -27.175 -0.612 0.42 -0.09 0.64
H 21.000 -25.883 -1.342 -0.12 0.21 -0.08
H 24.829 -25.601 -6.237 -0.38 0.09 0.19
H 23.331 -24.567 -6.235 0.48 -0.06 0.11
H 22.987 -25.410 -8.718 -0.28 -0.11 0.16
H 24.580 -26.128 -8.558 -0.30 0.17 0.21
H 25.242 -24.147 -9.270 0.60 0.41 -0.51
H 25.117 -23.625 -7.575 -0.26 -0.19 -0.71
H 23.756 -21.921 -8.578 -0.18 -0.46 -0.17
H 22.439 -23.149 -8.478 1.06 -0.01 0.33
H 23.251 -22.932 -9.971 0.67 -0.10 0.95
H 20.364 -27.070 -5.624 0.47 0.09 0.32
H 20.829 -26.431 -7.140 -0.05 0.24 0.38
H 21.348 -24.109 -6.080 0.46 0.10 -0.28
H 20.807 -24.723 -4.542 -0.13 -0.10 -0.42
H 19.104 -24.221 -7.100 0.12 -0.05 0.74
H 18.872 -23.655 -5.407 -0.01 2.16 0.52
H 18.529 -25.598 -4.392 -0.71 -0.10 -0.97
H 18.592 -26.526 -5.875 -0.33 -0.51 -0.48
H 17.268 -25.329 -5.708 -0.09 -0.22 0.19
C 18.449 -33.753 -3.417 0.43 -0.39 -1.92
C 19.641 -32.705 -3.380 -2.58 -0.74 0.38
N 19.485 -31.941 -2.135 1.11 0.07 0.13
C 18.292 -31.517 -1.626 1.67 0.46 2.48
C 18.565 -31.315 -0.265 -0.24 0.08 -1.05
N 19.912 -31.598 -0.055 -0.16 0.78 1.14
C 20.451 -31.933 -1.190 -2.19 -0.15 -1.69
C 20.618 -31.690 1.257 -0.88 -1.03 0.22
H 18.567 -34.649 -2.816 0.28 0.11 0.61
H 18.526 -34.129 -4.460 -0.12 0.02 0.35
H 17.379 -33.439 -3.360 1.06 0.55 0.28
H 19.455 -32.079 -4.255 0.68 0.28 0.08
H 20.589 -33.222 -3.266 0.06 0.12 -0.55
H 17.459 -31.300 -2.250 -0.83 -0.13 0.01
H 17.980 -30.971 0.560 -0.42 0.23 0.02
H 21.402 -32.335 -1.304 1.64 -0.58 -0.17
H 19.770 -31.837 1.979 1.09 -0.05 -0.36
H 21.181 -30.793 1.549 -0.27 -0.15 -0.51
H 21.303 -32.586 1.180 -0.77 1.07 0.24
C 14.402 -37.005 1.111 -0.60 0.28 -0.42
C 14.864 -35.951 0.164 -0.30 0.00 -2.01
O 14.889 -36.188 -1.065 0.18 0.59 1.67
N 15.202 -34.744 0.707 -0.49 -0.26 -1.23
H 14.895 -34.588 1.645 -0.01 0.08 0.44
H 18.175 -33.317 -0.059 -0.34 -1.13 0.37
C 15.179 -33.596 -0.195 -0.36 -0.36 -0.81
H 13.283 -37.092 1.040 1.09 0.18 0.33
H 14.772 -36.721 2.084 -0.29 -0.47 0.62
H 14.834 -37.919 0.739 0.09 -0.48 0.27
H 14.155 -33.324 -0.486 0.15 0.01 0.23
H 15.670 -33.879 -1.128 0.09 0.07 0.22
H 15.668 -32.738 0.215 0.28 0.43 0.40
O 15.591 -29.849 -0.424 -0.03 1.12 0.14
C 14.871 -30.010 -1.586 0.12 -1.50 -0.47
O 13.974 -29.108 -1.756 1.09 -1.30 -0.64
O 15.232 -31.047 -2.216 -1.48 1.73 -0.01
H 15.309 -28.937 -0.246 0.30 -0.10 0.84
O 24.025 -34.805 -1.198 1.93 -1.00 -0.08
C 22.967 -34.043 -1.292 -1.69 0.41 -0.26
O 22.281 -34.101 -2.356 -0.23 0.09 -0.46
O 22.649 -33.315 -0.321 0.81 -0.02 0.40
H 24.138 -35.415 -2.036 -0.74 0.64 0.65
O 28.468 -27.033 -3.994 -0.52 -0.16 0.22
C 27.409 -27.917 -4.378 1.20 -0.36 -0.50
O 26.351 -27.910 -3.690 0.45 0.26 -0.26
O 27.763 -28.626 -5.341 -1.01 0.36 0.83
H 28.267 -26.565 -3.170 -0.44 -0.23 -0.28
O 19.489 -29.274 -7.300 0.79 0.66 -0.75
C 19.551 -30.047 -6.139 -2.79 0.42 1.13
O 20.275 -29.721 -5.190 1.70 0.71 -0.70
O 18.607 -30.845 -6.070 -0.43 -1.64 -0.33
H 18.706 -29.583 -7.807 0.85 -0.05 0.75
O 22.566 -35.595 -4.584 0.23 -0.17 1.18
C 23.419 -36.604 -4.152 -0.58 1.09 -0.73
O 24.039 -36.499 -3.053 0.02 0.14 -0.16
O 23.490 -37.554 -4.926 0.19 -0.82 -0.32
H 22.352 -34.986 -3.815 0.69 -0.30 -0.11
O 18.041 -36.041 1.588 -0.78 1.75 -0.45
C 17.907 -34.623 1.327 0.36 -2.53 2.34
O 18.112 -34.315 0.078 0.39 0.19 -0.53
O 17.704 -33.907 2.267 -0.16 0.76 -0.30
H 17.706 -36.226 2.513 0.63 0.88 -1.49


Across the entries above, largest force on an atom takes the values 11.1 4.0 eV Å⁻¹, respectively.